## one
59
Properties=species:S:1:pos:R:3 method="wB97M-V/def2-TZVPD" e_homo_ha=-0.303 smiles="CCN1CCC[C@@H]1CN1C[C@H](C(=O)Nc2ccc(Br)cc2NC(C)C)CC1=O" total_charge=0 lumo_ev=0.4
C 3.104 6.897 -0.662
C 2.352 5.599 -0.899
N 1.140 5.503 -0.107
C 0.113 6.484 -0.438
C -1.133 5.903 0.209
C -0.999 4.412 -0.110
C 0.521 4.172 -0.143
C 1.017 3.360 1.052
N 0.551 1.991 1.038
C 0.857 1.071 -0.043
C 0.359 -0.277 0.490
C -0.128 -1.196 -0.616
O -0.797 -0.786 -1.543
N 0.205 -2.510 -0.445
C -0.137 -3.581 -1.308
C -0.143 -3.442 -2.684
C -0.416 -4.529 -3.503
C -0.662 -5.751 -2.910
Br -1.015 -7.261 -4.001
C -0.675 -5.913 -1.535
C -0.431 -4.818 -0.709
N -0.404 -4.904 0.683
C -0.892 -6.093 1.380
C -2.405 -6.265 1.265
C -0.459 -5.999 2.835
C -0.779 0.124 1.438
C -0.423 1.536 1.874
O -0.931 2.154 2.786
H 4.044 6.898 -1.214
H 2.526 7.761 -0.992
H 3.323 7.019 0.400
H 2.121 5.493 -1.976
H 2.996 4.757 -0.633
H 0.377 7.470 -0.055
H -0.026 6.570 -1.531
H -1.097 6.070 1.287
H -2.054 6.340 -0.173
H -1.497 3.777 0.622
H -1.436 4.199 -1.087
H 0.798 3.651 -1.072
H 2.112 3.370 1.073
H 0.658 3.815 1.974
H 0.324 1.326 -0.962
H 1.930 1.065 -0.250
H 1.156 -0.754 1.065
H 0.799 -2.743 0.335
H 0.064 -2.474 -3.116
H -0.424 -4.422 -4.577
H -0.892 -6.885 -1.119
H -0.733 -4.053 1.121
H -0.389 -6.953 0.932
H -2.725 -7.196 1.734
H -2.912 -5.440 1.772
H -2.734 -6.275 0.226
H -0.789 -6.876 3.392
H 0.624 -5.920 2.915
H -0.905 -5.120 3.310
H -1.732 0.173 0.905
H -0.898 -0.528 2.301


## two
59
Properties=species:S:1:pos:R:3 method="wB97M-V/def2-TZVPD" e_homo_ha=-0.303 smiles="CCN1CCC[C@@H]1CN1C[C@H](C(=O)Nc2ccc(Br)cc2NC(C)C)CC1=O" total_charge=0 lumo_ev=0.4
C -4.745 -1.150 -5.892
C -3.625 -0.965 -4.883
N -3.769 -1.824 -3.718
C -3.610 -3.238 -4.031
C -3.467 -3.898 -2.667
C -2.745 -2.834 -1.821
C -2.801 -1.539 -2.657
C -3.256 -0.326 -1.862
N -2.291 0.107 -0.859
C -1.001 -0.494 -0.574
C -0.329 0.524 0.366
C 0.544 -0.165 1.400
O 0.129 -1.082 2.079
N 1.795 0.371 1.534
C 2.821 -0.074 2.402
C 2.976 -1.402 2.754
C 4.045 -1.802 3.547
C 4.952 -0.846 3.956
Br 6.437 -1.362 5.013
C 4.808 0.494 3.634
C 3.723 0.905 2.864
N 3.519 2.228 2.473
C 4.338 3.311 3.012
C 4.044 3.603 4.483
C 4.113 4.550 2.157
C -1.511 1.259 1.015
C -2.648 1.074 0.028
O -3.711 1.661 0.025
H -4.642 -0.429 -6.704
H -4.734 -2.146 -6.334
H -5.713 -0.998 -5.412
H -2.649 -1.150 -5.370
H -3.617 0.073 -4.548
H -4.461 -3.613 -4.596
H -2.698 -3.400 -4.635
H -4.449 -4.117 -2.252
H -2.911 -4.833 -2.722
H -3.250 -2.684 -0.865
H -1.717 -3.116 -1.599
H -1.811 -1.348 -3.108
H -3.463 0.518 -2.522
H -4.199 -0.569 -1.367
H -1.090 -1.455 -0.062
H -0.418 -0.635 -1.485
H 0.254 1.232 -0.226
H 2.053 1.104 0.891
H 2.252 -2.124 2.408
H 4.166 -2.838 3.825
H 5.532 1.208 3.995
H 2.539 2.481 2.466
H 5.380 3.000 2.899
H 4.714 4.374 4.864
H 3.018 3.965 4.588
H 4.152 2.715 5.104
H 4.727 5.377 2.512
H 4.357 4.352 1.114
H 3.068 4.866 2.215
H -1.797 0.789 1.958
H -1.332 2.316 1.193


It is two that is the least stable of them.


## one
13
Properties=species:S:1:pos:R:3 method="wB97M-V/def2-TZVPD" e_homo_ha=-0.487 total_charge=+1 lumo_ev=-4.9
N -2.407 -1.272 -2.722
H -2.385 -0.293 -2.334
H -2.131 -2.034 -2.024
H -3.366 -1.416 -3.012
H -1.920 -1.295 -3.675
C 2.177 1.147 2.077
C 0.925 0.403 1.356
H 2.754 1.590 1.340
H 2.684 0.316 2.630
H 1.574 1.774 2.804
H 1.507 0.099 0.601
H 0.324 -0.260 2.023
H 0.265 1.242 0.937


## two
13
Properties=species:S:1:pos:R:3 method="wB97M-V/def2-TZVPD" e_homo_ha=-0.601 total_charge=+1 lumo_ev=-4.1
N -0.855 -1.011 1.265
H -1.850 -1.265 1.346
H -0.577 -0.440 2.026
H -0.290 -1.835 1.186
H -0.724 -0.450 0.440
C 1.146 0.230 -0.509
C -0.081 0.997 -1.051
H 2.067 0.500 -1.081
H 1.033 -0.857 -0.645
H 1.333 0.473 0.562
H -0.565 0.481 -1.859
H -0.855 1.175 -0.256
H 0.219 2.001 -1.425


It is one that is the least stable of them.


## one
8
Properties=species:S:1:pos:R:3 method="wB97M-V/def2-TZVPD" e_homo_ha="-0.621 / -0.622" total_charge=+1 lumo_ev="-8.3 / -7.4"
O 1.886 -0.045 -0.012
O -1.721 0.651 -0.152
O -0.669 -1.220 -0.102
O 0.934 0.817 0.100
O -0.632 -0.012 0.485
H 2.303 0.204 -0.983
H -1.615 1.599 0.101
H -0.485 -1.993 0.563


## two
8
Properties=species:S:1:pos:R:3 method="wB97M-V/def2-TZVPD" e_homo_ha="-0.658 / -0.654" total_charge=+1 lumo_ev="-8.5 / -8.1"
O -1.818 0.025 0.082
O 0.436 1.400 0.310
O 1.486 -0.909 -0.012
O -0.827 -0.805 0.122
O 0.479 -0.211 -0.410
H -2.266 0.038 -0.801
H 1.171 1.860 -0.125
H 1.338 -1.399 0.835


It is two that is the least stable of them.


## one
7
Properties=species:S:1:pos:R:3 method="wB97M-V/def2-TZVPD" e_homo_ha="-0.377 / -0.352" total_charge=0 lumo_ev="-0.8 / -1.5"
C -1.135 0.864 1.300
C 0.939 -0.575 -0.950
O -0.790 1.827 1.889
F -2.070 0.025 1.618
F -0.247 -1.136 -1.318
F 0.990 0.621 -1.557
Cl 2.312 -1.625 -0.981


## two
7
Properties=species:S:1:pos:R:3 method="wB97M-V/def2-TZVPD" e_homo_ha="-0.400 / -0.388" total_charge=0 lumo_ev="-2.1 / -3.0"
C 0.373 -0.521 -0.478
C -0.214 0.698 0.022
O 1.131 0.571 -0.009
F 0.491 -0.810 -1.761
F 0.401 -1.625 0.237
F -0.889 1.679 -0.499
Cl -1.293 0.008 2.488


It is two that is the least stable of them.


## one
13
Properties=species:S:1:pos:R:3 method="wB97M-V/def2-TZVPD" e_homo_ha=-0.518 total_charge=+1 lumo_ev=-4.8
C 0.236 0.991 -0.427
C 0.075 -0.523 -0.328
N -0.294 1.828 -1.298
N 0.708 -1.083 0.821
O 1.066 1.424 0.485
S -1.673 -1.041 -0.359
H 0.680 -1.160 -1.512
H -0.872 1.618 -2.103
H -0.284 2.791 -1.006
H 1.355 0.416 0.961
H 0.066 -1.494 1.452
H 1.391 -1.926 0.602
H -1.656 -1.946 -1.307


## two
13
Properties=species:S:1:pos:R:3 method="wB97M-V/def2-TZVPD" e_homo_ha="-0.462 / -0.462" smiles="C/S(=C/[NH3+])#[N+][O-]" total_charge=+1 lumo_ev="-5.0 / -5.0"
C -1.102 -1.821 0.039
S -0.354 -0.297 0.824
C 0.952 0.147 -0.255
N 1.828 1.234 0.242
N -1.630 1.023 0.220
O -2.537 0.553 -0.335
H -2.138 -1.406 -0.381
H -1.169 -2.574 0.813
H -0.474 -1.863 -0.929
H 0.531 0.485 -1.201
H 2.184 1.093 1.215
H 2.601 1.185 -0.479
H 1.308 2.242 0.226


It is two that is the least stable of them.


## one
12
Properties=species:S:1:pos:R:3 method="wB97M-V/def2-TZVPD" e_homo_ha=-0.330 total_charge=0 lumo_ev=1.0
C 1.261 1.084 0.328
C 0.945 -0.381 0.050
C -0.769 -0.806 -0.264
F -0.746 -1.705 -1.249
C -2.119 -0.416 -0.079
F -2.388 0.664 0.682
H 0.811 1.472 1.238
H 0.812 1.789 -0.423
H 2.381 1.100 0.213
H 1.261 -1.073 0.779
H 1.556 -0.679 -0.805
H -3.003 -1.050 -0.469


## two
12
Properties=species:S:1:pos:R:3 method="wB97M-V/def2-TZVPD" e_homo_ha=-0.374 smiles="C/C(=C/F)CF" total_charge=0 lumo_ev=0.9
C 1.165 1.628 0.067
C -0.026 0.460 -0.006
C -1.201 0.578 -0.176
F -2.087 -0.433 0.019
C 0.419 -0.934 0.394
F 1.533 -1.209 -0.381
H 1.002 1.637 1.359
H 2.272 1.293 -0.070
H 0.901 2.548 -0.703
H -1.933 1.456 -0.583
H -0.214 -1.717 0.097
H 0.814 -0.825 1.482


It is two that is the least stable of them.


## one
11
Properties=species:S:1:pos:R:3 method="wB97M-V/def2-TZVPD" e_homo_ha=-0.373 smiles=COC(O)O total_charge=0 lumo_ev=0.7
C -0.532 -0.886 1.152
O -0.802 0.013 0.087
C 0.507 0.522 -0.704
O 0.310 1.802 -1.151
O 0.393 -0.373 -1.698
H -1.475 -1.279 1.540
H 0.091 -1.723 0.811
H -0.012 -0.377 1.970
H 1.365 0.416 -0.030
H 0.806 2.401 -0.576
H -0.653 -0.515 -1.402


## two
11
Properties=species:S:1:pos:R:3 method="wB97M-V/def2-TZVPD" e_homo_ha=-0.389 smiles="O=CO.CO" total_charge=0 lumo_ev=0.7
O 0.419 2.220 0.280
C -0.630 1.776 -0.059
O -0.815 0.490 -0.520
H -1.559 2.366 -0.059
H -0.545 0.026 0.318
C 0.293 -2.260 -0.366
O 0.724 -1.260 0.612
H 1.207 -2.809 -0.589
H -0.081 -1.748 -1.243
H -0.440 -2.892 0.130
H 0.570 -1.618 1.493


It is one that is the least stable of them.


## one
17
Properties=species:S:1:pos:R:3 method="wB97M-V/def2-TZVPD" e_homo_ha=-0.350 total_charge=0 lumo_ev=-1.1
C 1.300 1.807 0.162
C 0.281 0.597 -0.352
C 0.995 -0.680 -0.549
C -2.938 -0.366 -0.106
H 1.763 2.491 -0.640
H 0.936 2.761 0.712
H 2.243 1.262 0.926
H 0.951 -1.095 -1.608
H 2.109 -0.129 -0.233
H -0.095 -0.824 1.541
H 2.302 -2.308 0.869
H -1.274 -1.268 -0.825
H -3.245 -1.514 -0.123
N 0.735 -1.794 0.513
N -0.906 0.752 -0.170
N -1.604 -0.372 -0.445
O -3.553 0.679 0.329


## two
17
Properties=species:S:1:pos:R:3 method="wB97M-V/def2-TZVPD" e_homo_ha=-0.288 smiles="N=C=CN.C=CON" total_charge=0 lumo_ev=0.8
N 1.224 1.602 0.459
C 1.602 0.517 0.859
C 2.255 -0.533 1.305
N 2.581 -0.753 2.675
H 0.231 1.836 0.468
H 2.664 -1.284 0.645
H 2.184 -0.002 3.237
H 3.549 -0.842 2.964
C -1.238 -0.771 -2.450
C -2.431 -0.425 -1.989
O -2.760 0.413 -0.937
N -1.668 0.953 -0.185
H -0.332 -0.604 -1.893
H -1.158 -1.340 -3.357
H -3.346 -0.557 -2.552
H -1.269 0.152 0.313
H -2.088 1.638 0.439


It is one that is the least stable of them.